[1]
ORCA calculation (the ωB97M-V functional and the def2-TZVPD basis) on C21H13AuClIN2OS as an isolated structure.

Last column: Löwdin charge in e.
Cartesian coordinates (Å):
Au  0.470  0.282  0.155  0.69
S  -0.114  -0.399  2.685  0.47
C  -1.036  -1.602  1.926  -0.86
C  -1.783  -2.557  2.644  -0.15
C  -2.513  -3.489  1.948  -0.13
C  -2.494  -3.471  0.554  -0.12
C  -1.727  -2.504  -0.071  -0.16
N  -1.025  -1.606  0.586  -0.04
H  -1.772  -2.538  3.723  0.08
H  -3.097  -4.233  2.481  0.09
H  -3.061  -4.192  -0.014  0.07
H  -1.673  -2.442  -1.150  0.11
Cl  -3.492  4.714  -3.695  0.59
C  -2.462  3.386  -3.183  -0.64
C  -1.894  2.596  -4.164  -0.21
C  -1.076  1.564  -3.772  -0.63
I  -0.191  0.315  -5.238  0.78
C  -0.779  1.229  -2.438  -0.49
O  -0.032  0.246  -2.149  -0.20
C  -1.409  2.070  -1.454  -0.14
N  -1.148  1.781  -0.156  0.01
C  -1.753  2.486  0.803  -0.15
C  -2.604  3.536  0.541  -0.08
C  -2.853  3.899  -0.779  -0.04
C  -2.260  3.147  -1.817  -0.20
H  -2.101  2.785  -5.208  0.08
H  -1.522  2.183  1.815  0.07
H  -3.060  4.088  1.355  0.09
H  -3.493  4.737  -1.020  0.07
C  2.363  -0.179  -0.023  -0.13
C  2.752  -1.444  -0.405  -0.44
C  3.586  -1.680  -1.538  -0.12
C  3.927  -2.950  -1.919  -0.17
C  3.513  -4.057  -1.180  -0.20
C  2.751  -3.853  -0.030  -0.16
C  2.380  -2.595  0.356  -0.11
H  3.898  -0.827  -2.127  0.09
H  4.519  -3.103  -2.816  0.08
H  3.767  -5.061  -1.497  0.05
H  2.441  -4.708  0.563  0.08
H  1.790  -2.442  1.249  0.07

As for the strongest force on any atom: 2.37 eV/Å. As for the total energy: -2284.46497 hartree. As for the highest occupied orbital energy (alpha / beta): 0.80 / 0.84 eV. Its molar mass is 700.739 u. As for the gap between HOMO and LUMO (alpha / beta): 3.36 / 3.33 eV. The value obtained for the energy relative to the best compared isomer or geometry (same formula, charge and spin) is 152.6 kJ/mol. The spin multiplicity is 1. As for the charge: -2.

[2]
ORCA calculation (the ωB97M-V functional and the def2-TZVPD basis) on C52H42FN6O4PW as an isolated structure.

Last column: Löwdin charge in e.
Cartesian coordinates (Å):
W  0.053  0.050  -1.016  1.57
C  -4.828  3.687  2.655  -0.06
C  -4.154  2.817  1.628  -0.28
C  -4.669  1.574  1.267  -0.04
C  -4.006  0.741  0.388  0.00
C  -2.783  1.101  -0.205  -0.23
N  -2.056  0.249  -0.992  -0.12
C  -2.669  -0.961  -1.381  -0.28
C  -3.384  -1.088  -2.563  -0.01
C  -3.878  -2.321  -2.965  -0.02
C  -3.659  -3.464  -2.205  -0.26
C  -4.103  -4.819  -2.687  -0.04
C  -2.966  -3.336  -1.008  0.02
C  -2.498  -2.103  -0.598  -0.14
N  -1.878  -1.977  0.681  -0.05
C  -2.240  -2.637  1.802  -0.04
C  -1.431  -2.197  2.817  -0.03
C  -0.596  -1.245  2.216  -0.13
N  -0.867  -1.118  0.926  -0.02
C  -2.323  2.397  0.094  -0.13
C  -2.975  3.205  1.017  0.00
N  -1.228  2.967  -0.611  -0.05
C  -1.098  4.266  -0.948  -0.04
C  0.123  4.419  -1.565  -0.02
C  0.686  3.143  -1.567  -0.12
N  -0.136  2.270  -0.977  -0.06
H  -5.913  3.607  2.586  0.08
H  -4.560  4.735  2.523  0.07
H  -4.542  3.397  3.668  0.08
H  -5.608  1.244  1.695  0.11
H  -4.430  -0.225  0.144  0.11
H  -3.530  -0.209  -3.179  0.12
H  -4.417  -2.401  -3.901  0.11
H  -4.891  -4.731  -3.433  0.08
H  -4.475  -5.431  -1.865  0.08
H  -3.264  -5.346  -3.143  0.09
H  -2.763  -4.212  -0.404  0.13
H  -3.054  -3.338  1.790  0.13
H  -1.446  -2.504  3.846  0.10
H  0.185  -0.664  2.667  0.07
H  -2.533  4.169  1.252  0.11
H  -1.892  4.965  -0.757  0.13
H  0.540  5.320  -1.975  0.11
H  1.624  2.809  -1.972  0.11
C  1.577  5.291  2.216  -0.08
C  2.714  4.814  1.580  -0.07
C  2.809  3.476  1.228  -0.08
C  1.760  2.606  1.504  -0.38
C  0.620  3.090  2.141  -0.11
C  0.529  4.427  2.502  -0.08
P  1.797  0.830  1.080  1.07
C  2.697  0.079  2.482  -0.36
C  3.087  0.800  3.607  -0.08
C  3.755  0.163  4.645  -0.08
C  4.042  -1.192  4.561  -0.08
C  3.654  -1.914  3.442  -0.07
C  2.975  -1.286  2.413  -0.10
C  2.916  0.663  -0.347  -0.41
C  4.308  0.658  -0.302  -0.09
C  5.016  0.512  -1.484  -0.09
C  4.318  0.363  -2.680  -0.07
C  2.930  0.327  -2.696  -0.12
C  2.175  0.458  -1.528  -0.30
H  1.505  6.336  2.487  0.10
H  3.532  5.487  1.357  0.10
H  3.698  3.111  0.730  0.10
H  -0.203  2.414  2.348  0.10
H  -0.360  4.790  3.002  0.10
H  2.878  1.863  3.669  0.10
H  4.057  0.731  5.515  0.10
H  4.573  -1.683  5.366  0.10
H  3.885  -2.968  3.367  0.11
H  2.663  -1.855  1.545  0.10
H  4.826  0.744  0.646  0.11
H  6.098  0.502  -1.479  0.11
H  4.868  0.243  -3.606  0.11
H  2.440  0.158  -3.646  0.07
F  -1.009  5.042  -5.657  0.04
C  -0.825  3.828  -5.082  -0.30
C  0.341  3.138  -5.319  -0.01
C  0.519  1.897  -4.715  -0.05
C  -0.439  1.343  -3.871  -0.28
C  -0.230  0.028  -3.171  -0.23
C  -1.616  2.077  -3.677  -0.06
C  -1.819  3.310  -4.274  -0.01
H  1.092  3.562  -5.970  0.12
H  1.432  1.352  -4.919  0.10
H  -1.107  -0.604  -3.338  0.05
H  0.592  -0.513  -3.644  0.05
H  -2.381  1.683  -3.021  0.09
H  -2.731  3.871  -4.116  0.12
O  -0.098  -3.060  -2.896  0.09
C  0.785  -2.676  -2.158  -0.55
O  0.608  -1.908  -1.102  -0.23
C  2.226  -3.024  -2.421  -0.11
C  2.597  -3.577  -3.639  0.01
C  3.933  -3.825  -3.919  -0.05
C  4.909  -3.529  -2.983  0.00
C  4.521  -3.004  -1.761  -0.14
C  3.197  -2.742  -1.471  0.06
N  5.541  -2.689  -0.762  -0.34
O  5.177  -2.512  0.385  0.07
O  6.695  -2.598  -1.143  0.07
H  1.820  -3.792  -4.360  0.12
H  4.217  -4.246  -4.874  0.11
H  5.958  -3.699  -3.178  0.12
H  2.926  -2.292  -0.527  0.10

As for the strongest force on any atom: 1.33 eV/Å. As for the expectation value of S²: 2.0128. As for the total energy: -3144.51569 hartree. As for the highest occupied orbital energy (alpha / beta): -6.82 / -7.37 eV. Its molar mass is 1048.758 u. As for the gap between HOMO and LUMO (alpha / beta): 6.60 / 7.15 eV. The value obtained for the energy relative to the best compared isomer or geometry (same formula, charge and spin) is 33.0 kJ/mol. The spin multiplicity is 3. As for the charge: 0.

[3]
ORCA calculation (the ωB97M-V functional and the def2-TZVPD basis) on C24H44BrN8 as an isolated structure.

Last column: Löwdin charge in e.
Cartesian coordinates (Å):
C  0.533  0.544  6.173  -0.03
C  0.237  -0.704  5.256  -0.14
N  0.289  -0.351  3.822  -0.05
C  -0.715  0.231  3.069  0.01
C  -0.262  0.481  1.783  -0.10
N  1.016  0.081  1.766  -0.06
C  1.417  -0.413  3.012  0.06
C  1.895  0.218  0.582  -0.23
H  0.068  0.506  7.158  0.09
H  -0.005  1.365  5.699  0.07
H  1.615  0.679  6.173  0.08
H  -0.727  -1.176  5.446  0.13
H  1.018  -1.446  5.417  0.12
H  -1.659  0.425  3.555  0.14
H  -0.712  0.782  0.848  0.06
H  2.379  -0.844  3.250  0.12
H  1.656  1.146  0.061  0.07
H  1.634  -0.680  0.022  -0.03
H  2.903  0.204  0.995  0.12
C  6.906  -1.472  1.363  -0.04
C  5.920  -0.287  1.300  -0.13
N  4.627  -0.812  0.792  -0.05
C  3.730  -1.599  1.495  -0.07
C  2.833  -2.201  0.639  0.00
N  3.063  -1.676  -0.622  -0.08
C  4.231  -0.904  -0.546  0.06
C  2.206  -1.828  -1.805  -0.11
H  6.598  -2.226  2.086  0.09
H  7.901  -1.062  1.533  0.09
H  7.035  -1.892  0.365  0.09
H  6.234  0.571  0.706  0.13
H  5.764  0.121  2.299  0.13
H  3.777  -1.791  2.557  0.14
H  1.968  -2.810  0.859  0.16
H  4.623  -0.252  -1.312  0.16
H  1.214  -1.405  -1.643  -0.15
H  2.094  -2.833  -2.213  0.13
H  2.609  -1.253  -2.639  0.11
C  -0.469  6.065  -2.161  -0.04
C  -1.132  4.628  -1.962  -0.13
N  -0.195  3.491  -2.200  -0.04
C  0.078  3.022  -3.438  0.00
C  0.961  1.938  -3.334  0.03
N  1.284  1.736  -1.995  -0.03
C  0.621  2.777  -1.325  0.05
C  2.167  0.751  -1.415  -0.19
H  -0.046  6.151  -3.162  0.08
H  0.336  6.199  -1.438  0.08
H  -1.215  6.855  -2.079  0.09
H  -2.009  4.558  -2.604  0.13
H  -1.509  4.574  -0.940  0.12
H  -0.407  3.503  -4.274  0.15
H  1.291  1.269  -4.115  0.14
H  0.678  2.891  -0.252  0.15
H  1.648  -0.194  -1.579  -0.04
H  2.412  0.935  -0.369  0.00
H  3.141  0.777  -1.905  0.12
C  -2.543  -1.493  -1.401  -0.31
C  -3.805  -0.892  -2.035  -0.14
N  -4.971  -1.696  -1.670  -0.06
C  -5.083  -3.045  -1.793  0.00
C  -6.370  -3.361  -1.479  -0.01
N  -7.112  -2.227  -1.237  -0.09
C  -6.233  -1.230  -1.310  0.01
C  -8.552  -2.178  -0.977  0.05
H  -2.670  -1.588  -0.323  0.06
H  -1.696  -0.826  -1.566  -0.24
H  -2.299  -2.479  -1.796  0.07
H  -3.739  -0.961  -3.121  0.13
H  -4.083  0.126  -1.764  0.13
H  -4.181  -3.595  -2.020  0.14
H  -6.827  -4.338  -1.426  0.14
H  -6.579  -0.208  -1.261  0.16
H  -8.934  -1.416  -1.656  0.11
H  -8.647  -1.871  0.064  0.11
H  -8.937  -3.181  -1.159  0.11
Br  -0.292  -0.901  -0.823  0.85

As for the strongest force on any atom: 9.07 eV/Å. As for the total energy: -3951.59106 hartree. As for the highest occupied orbital energy: -14.13 eV. Its molar mass is 524.576 u. As for the gap between HOMO and LUMO: 6.84 eV. The value obtained for the energy relative to the best compared isomer or geometry (same formula, charge and spin) is 1467.2 kJ/mol. The spin multiplicity is 1. As for the charge: +3.

[4]
ORCA calculation (the ωB97M-V functional and the def2-TZVPD basis) on a 2-piece molecular cluster, C8H15N2OP overall.

Last column: Löwdin charge in e.
Cartesian coordinates (Å):
C  -0.079  1.041  0.558  -0.33
C  -0.547  2.544  0.324  -0.18
C  3.583  -0.612  -0.779  -0.19
C  3.703  -1.061  0.572  -0.22
C  -2.317  -0.291  0.065  -0.02
C  -0.116  -1.364  0.195  -0.09
C  -0.440  0.170  -1.764  -0.02
C  -0.761  -0.095  -0.211  -0.53
N  1.334  1.076  0.224  -0.21
N  3.205  -1.789  -0.596  0.10
O  0.608  3.401  0.313  -0.42
P  1.992  2.506  0.098  0.80
H  -0.965  2.669  -0.664  0.11
H  -1.212  2.830  1.111  0.11
H  -0.197  0.732  1.662  0.19
H  3.689  0.173  -1.519  0.10
H  4.640  -1.361  1.063  0.09
H  2.957  -0.481  1.152  0.06
H  -2.452  -0.216  1.110  0.07
H  -2.919  0.474  -0.379  0.07
H  -2.625  -1.175  -0.353  0.05
H  -0.284  -2.205  -0.456  0.08
H  -0.662  -1.879  1.149  0.14
H  0.959  -1.374  0.205  0.03
H  0.625  0.569  -1.950  0.10
H  -1.219  0.954  -2.121  0.10
H  -0.582  -0.674  -2.326  0.03

As for the strongest force on any atom: 6.37 eV/Å. As for the expectation value of S²: 2.0076. As for the total energy: -839.68872 hartree. As for the highest occupied orbital energy (alpha / beta): -6.45 / -9.80 eV. Its molar mass is 186.195 u. As for the gap between HOMO and LUMO (alpha / beta): 7.18 / 6.91 eV. The value obtained for the energy relative to the best compared isomer or geometry (same formula, charge and spin) is 61.3 kJ/mol. The spin multiplicity is 3. As for the charge: 0.

[5]
ORCA calculation (the ωB97M-V functional and the def2-TZVPD basis) on one molecule with the formula C9H9NO2.

Last column: Löwdin charge in e.
Cartesian coordinates (Å):
C  -3.312  -0.877  0.559  -0.07
O  -2.607  -0.300  -0.495  -0.03
C  -1.339  -0.206  -0.246  -0.35
O  -0.574  -1.326  -0.192  0.13
C  0.732  -0.752  -0.145  -0.18
C  1.842  -1.497  -0.053  -0.01
C  3.081  -0.847  0.088  -0.08
C  3.066  0.519  0.121  -0.11
C  1.897  1.265  0.108  -0.02
C  0.690  0.620  0.031  -0.15
C  -0.639  1.007  -0.044  -0.18
N  -1.269  2.291  0.062  0.09
H  -2.908  -1.861  0.935  0.11
H  -4.350  -1.047  0.214  0.10
H  -3.213  -0.176  1.419  0.11
H  1.901  -2.567  -0.116  0.12
H  4.042  -1.349  0.278  0.11
H  3.955  1.131  0.206  0.10
H  1.927  2.310  0.151  0.10
H  -0.824  3.038  -0.490  0.09
H  -2.308  2.093  -0.050  0.11

Its SMILES is COc1oc2ccccc2c1N. As for the strongest force on any atom: 4.21 eV/Å. As for the total energy: -553.53435 hartree. As for the highest occupied orbital energy: -7.33 eV. Its molar mass is 163.176 u. As for the gap between HOMO and LUMO: 8.18 eV. The value obtained for the energy relative to the best compared isomer or geometry (same formula, charge and spin) is 214.2 kJ/mol. The spin multiplicity is 1. As for the charge: 0.